[1]
ORCA calculation (the ωB97M-V functional and the def2-TZVPD basis) on C33H31Br3Li2N6O5 as an isolated structure in a non-equilibrium geometry.

Structure (XYZ):
```
80
C33H31Br3Li2N6O5 | the OMol25 dataset | the ωB97M-V functional and the def2-TZVPD basis
Br -1.588 4.164 -2.809
Br 0.741 6.220 -1.693
Br 1.517 3.996 -3.866
O -0.435 0.508 1.460
O 0.232 1.068 -0.528
O -1.791 7.490 0.726
O -0.448 8.552 2.137
O -0.054 -0.949 -0.008
N -2.028 -2.488 2.082
N 0.144 -1.415 4.151
N -0.943 7.526 1.590
N 2.493 -0.645 -1.925
N -0.389 -0.177 -3.771
N 0.147 -2.802 -2.544
C 3.240 0.293 -2.604
C -4.166 -4.034 1.133
C 0.333 -2.360 5.111
C -2.900 -2.042 1.132
C -0.110 0.231 0.311
C -3.975 -2.745 0.633
C 5.260 -0.510 -1.721
C 1.044 4.993 3.566
C 3.191 -1.452 -1.094
C -0.491 1.111 -4.009
C -1.000 -3.204 -1.870
C 0.345 4.378 -2.308
C 4.588 0.481 -2.439
C 0.829 3.815 2.849
C -1.472 0.824 -6.176
C -2.249 -3.819 2.551
C -1.000 1.673 -5.202
C 0.091 -0.711 6.862
C 0.271 -2.055 6.455
C 0.513 6.246 3.118
C -1.516 -0.542 -5.927
C -0.064 0.282 5.896
C 4.563 -1.499 -1.066
C -0.354 6.232 2.043
C -0.949 -0.984 -4.753
C 1.014 -3.750 -2.976
C -3.277 -4.610 2.042
C 0.814 -5.080 -2.790
C -0.594 5.074 1.334
C -1.252 -4.556 -1.703
C -0.321 -5.495 -2.105
C -0.021 -0.104 4.569
C -0.038 3.815 1.774
Li -0.142 -1.585 1.951
Li 0.553 -0.636 -1.931
H -4.904 -4.688 0.692
H -3.349 -5.624 2.406
H 0.169 -0.380 7.887
H 0.687 7.168 3.654
H -4.577 -2.255 -0.117
H -0.296 2.888 1.282
H -0.520 -6.507 -1.785
H -0.848 -2.038 -4.542
H 2.715 0.930 -3.300
H 0.492 -2.822 7.183
H 6.300 -0.314 -1.507
H -1.669 -2.447 -1.489
H 1.270 2.906 3.231
H -0.195 1.327 6.136
H 5.127 -2.172 -0.438
H 0.601 -3.361 4.808
H -1.273 4.987 0.499
H 1.432 -5.892 -3.144
H -0.827 2.736 -5.284
H 2.529 -2.032 -0.468
H 1.988 -3.370 -3.246
H 0.015 1.695 -3.254
H -2.100 -4.876 -1.115
H -1.959 -1.196 -6.663
H -0.175 0.630 3.792
H 1.690 5.029 4.430
H -1.765 -4.144 3.460
H -1.883 1.198 -7.102
H 0.632 3.638 -1.561
H 5.061 1.261 -3.018
H -2.727 -0.998 0.914
```

Maximum force in eV/A: 7.34
E_tot in hartree: -9717.959771

[2]
ORCA calculation (the ωB97M-V functional and the def2-TZVPD basis) on C44H60Cl2F3Ge2N5O5Rb as an isolated structure in a non-equilibrium geometry.

Structure (XYZ):
```
122
C44H60Cl2F3Ge2N5O5Rb | the OMol25 dataset | the ωB97M-V functional and the def2-TZVPD basis
Rb -1.207 2.039 0.210
Ge 1.375 -2.974 -1.958
Ge 3.510 -0.675 -0.972
Cl 3.518 6.337 -0.012
Cl 1.220 4.599 1.019
F -5.643 -0.957 2.028
F -5.904 0.317 0.239
F -5.820 -1.841 -0.005
O -2.987 -1.281 0.071
O 0.093 0.223 2.128
O -3.366 0.615 1.263
O 0.637 -0.371 -0.699
O 0.609 0.178 4.751
N -1.305 3.975 -2.852
N -2.711 4.646 -0.257
N 1.560 -1.086 -1.270
N -2.570 5.586 -3.818
N -3.275 6.592 -1.223
C -1.925 4.896 -4.882
C -2.248 1.353 4.395
C 0.191 -2.615 -4.658
C 0.136 0.166 5.938
C 1.761 6.076 0.152
C 1.954 -5.055 0.102
C 2.023 2.559 6.561
C 2.204 1.154 7.105
C 3.663 1.288 -3.113
C 5.471 -5.038 -5.087
C 3.332 0.436 6.339
C 4.919 -3.956 -4.404
C 3.165 -5.358 -3.553
C 0.922 0.327 7.097
C 3.281 -1.630 1.856
C -1.302 -0.125 6.159
C -3.657 -0.469 0.685
C -0.843 -0.672 8.409
C -4.113 0.688 -5.237
C -4.938 -0.983 -3.577
C -2.305 0.002 5.075
C -0.143 -2.986 -3.222
C 4.941 -6.296 -5.007
C 4.085 -0.715 0.933
C 4.134 -2.084 -2.172
C -5.188 0.387 -6.018
C -5.303 -0.796 0.763
C -5.993 -1.212 -4.424
C -6.063 -0.590 -5.706
C -1.687 -0.713 7.319
C 3.708 -6.453 -4.273
C -1.147 3.973 -4.247
C -2.845 5.312 -1.410
C -3.888 -0.008 -4.016
C 0.820 -4.305 -0.610
C 3.318 -3.040 -2.614
C -3.179 5.519 0.686
C 3.843 1.244 -1.638
C 0.470 -0.245 8.290
C 3.850 -4.098 -3.514
C -2.060 -1.252 4.095
C -3.562 6.685 0.104
C -2.774 0.265 -3.239
C -2.246 4.903 -2.677
H 3.115 0.144 5.248
H 1.128 -0.257 9.153
H 0.393 0.125 3.058
H 6.357 -4.862 -5.689
H -1.078 -1.200 3.686
H 0.021 -1.531 -4.797
H 3.639 -2.624 1.734
H -1.187 1.691 4.306
H 5.474 -7.140 -5.462
H -3.264 -0.189 5.533
H -3.361 1.365 -5.528
H -2.621 -0.249 -2.318
H 2.974 0.513 -3.473
H 0.134 -4.969 -1.121
H 4.570 0.976 -3.660
H -0.321 3.346 -4.652
H 2.277 -5.928 -0.490
H -3.148 5.224 1.711
H 1.346 5.883 -0.822
H 3.066 1.757 -1.025
H -6.715 -1.990 -4.227
H 0.210 -3.669 0.086
H -0.562 -3.997 -3.179
H -2.777 1.350 3.446
H -5.258 0.858 -7.013
H 3.507 -0.462 6.949
H 5.160 -0.961 0.958
H 3.325 2.273 -3.483
H -3.651 7.154 -1.970
H 5.274 -2.941 -4.649
H 2.573 1.188 8.170
H 2.226 -5.507 -3.022
H 0.740 -0.298 1.573
H -3.965 7.533 0.594
H 2.973 3.157 6.629
H 3.092 -7.359 -4.333
H -2.126 5.175 -5.931
H 4.228 1.053 6.367
H -4.884 -1.374 -2.547
H 2.235 -1.688 1.594
H -2.668 2.145 4.986
H 2.812 -4.348 0.279
H 4.893 1.534 -1.347
H -3.354 6.185 -3.930
H -1.193 -1.103 9.352
H -2.265 1.159 -3.562
H 4.039 0.291 1.369
H -2.731 -1.110 7.348
H -0.808 -2.198 -2.809
H 5.157 -2.058 -2.553
H -6.704 -1.044 -6.489
H 1.657 -5.389 1.084
H 1.353 6.967 0.641
H 3.430 -1.419 2.913
H -2.763 -1.221 3.194
H -2.182 -2.258 4.605
H 1.846 2.581 5.450
H 1.196 -2.848 -5.023
H -0.567 -3.084 -5.334
H 1.214 3.185 7.011
```

Maximum force in eV/A: 2.70
E_tot in hartree: -7760.405825
Charge: -1

[3]
ORCA calculation (the ωB97M-V functional and the def2-TZVPD basis) on a 6-piece molecular cluster, C32H82N14O4P4 overall in a non-equilibrium geometry.

Structure (XYZ):
```
136
C32H82N14O4P4 | the OMol25 dataset | the ωB97M-V functional and the def2-TZVPD basis
P 22.592 12.391 10.347
P 12.588 15.198 7.441
P 17.338 20.295 8.287
P 14.895 10.675 10.152
O 16.951 20.809 6.971
O 23.870 11.909 9.739
O 11.921 16.196 6.583
O 14.899 12.101 10.449
N 13.726 10.004 9.240
N 13.752 13.568 13.626
N 12.928 15.908 8.912
N 18.752 19.464 8.170
N 17.621 21.240 9.642
N 13.986 14.433 7.037
N 22.846 12.967 11.883
N 16.765 13.769 11.730
N 14.906 9.765 11.567
N 21.415 11.163 10.504
N 11.451 14.018 7.691
N 21.848 13.597 9.377
N 16.313 10.364 9.276
N 16.127 19.221 8.773
C 13.841 13.600 5.803
C 12.650 13.132 13.001
C 12.844 12.122 15.060
C 20.442 14.032 9.648
C 22.250 13.620 7.913
C 11.692 13.094 8.768
C 18.286 15.362 12.154
C 19.338 18.640 9.250
C 15.919 18.747 10.083
C 12.441 9.722 9.833
C 13.744 15.361 10.007
C 17.208 13.564 13.047
C 13.894 13.007 14.864
C 18.095 14.566 13.303
C 13.779 9.901 7.772
C 12.041 17.011 9.320
C 21.673 13.584 12.595
C 18.868 21.922 9.781
C 12.090 12.196 13.815
C 15.348 14.944 7.156
C 16.810 9.006 9.078
C 21.604 10.163 11.574
C 17.339 11.395 9.047
C 10.309 13.885 6.774
C 15.372 10.332 12.824
C 19.192 19.004 6.846
C 14.940 19.049 7.891
C 17.442 14.798 11.199
C 16.454 22.071 10.029
C 24.098 13.670 12.017
C 21.329 10.521 9.213
C 14.505 8.351 11.695
H 14.238 14.525 9.700
H 9.936 14.876 6.481
H 24.973 13.031 11.931
H 20.349 15.063 9.249
H 12.679 11.517 15.999
H 15.628 21.595 9.504
H 15.819 15.369 6.182
H 16.080 14.168 7.479
H 16.787 18.969 10.715
H 14.598 10.308 13.590
H 21.761 13.496 13.743
H 20.850 9.385 11.401
H 16.285 9.778 13.120
H 20.426 18.809 9.468
H 13.220 13.968 4.971
H 14.205 19.895 7.908
H 19.749 21.332 9.600
H 18.830 18.722 10.258
H 9.291 13.553 7.191
H 13.481 12.586 6.015
H 22.567 9.712 11.501
H 23.176 13.117 7.761
H 20.822 11.073 8.451
H 17.864 11.128 8.091
H 14.467 14.229 13.292
H 12.917 10.248 7.242
H 21.498 13.110 7.278
H 12.747 17.846 9.548
H 14.843 13.486 5.358
H 16.639 23.083 9.694
H 19.005 17.892 6.630
H 17.198 8.936 8.044
H 15.284 18.973 6.803
H 14.565 10.514 7.389
H 24.243 14.599 11.468
H 24.145 14.008 13.097
H 16.200 22.013 11.102
H 10.547 13.296 5.930
H 11.430 12.070 8.566
H 16.847 12.687 13.570
H 17.673 8.786 9.681
H 11.719 10.451 9.403
H 15.026 19.228 10.576
H 15.371 7.647 11.847
H 19.015 16.159 12.055
H 18.911 22.885 9.271
H 11.111 13.359 9.675
H 20.738 13.097 12.294
H 17.200 15.132 10.209
H 13.833 8.802 7.513
H 16.083 8.193 9.212
H 21.610 14.622 12.231
H 11.137 11.759 13.624
H 15.402 15.697 7.978
H 14.662 13.373 15.538
H 15.798 17.675 10.152
H 13.936 8.172 12.668
H 20.222 14.005 10.694
H 13.857 8.069 10.852
H 21.493 10.571 12.572
H 19.163 17.591 8.966
H 12.397 13.526 12.034
H 14.355 18.194 8.232
H 18.118 11.370 9.869
H 22.304 10.167 8.870
H 18.628 14.716 14.254
H 11.355 17.176 8.497
H 12.825 12.984 8.893
H 13.120 15.084 10.952
H 16.053 13.177 11.265
H 12.489 9.723 10.917
H 22.441 14.638 7.535
H 18.894 22.230 10.833
H 20.675 9.719 9.361
H 19.713 13.433 9.124
H 15.632 11.394 12.736
H 14.439 16.151 10.301
H 18.595 19.594 6.124
H 11.447 16.842 10.225
H 20.264 19.296 6.761
H 12.090 8.767 9.478
H 16.888 12.390 9.028
```

Maximum force in eV/A: 3.71
E_tot in hartree: -3701.552690
SMILES: CN(C)P(=O)(N(C)C)N(C)C.CN(C)P(=O)(N(C)C)N(C)C.CN(C)P(=O)(N(C)C)N(C)C.CN(C)P(=O)(N(C)C)N(C)C.c1cc[nH]c1.c1cc[nH]c1

[4]
ORCA calculation (the ωB97M-V functional and the def2-TZVPD basis) on C9H18N4S as an isolated structure in a non-equilibrium geometry.

Structure (XYZ):
```
32
C9H18N4S | the OMol25 dataset | the ωB97M-V functional and the def2-TZVPD basis
S -0.758 1.127 1.586
N -1.049 -0.707 -0.416
N 0.768 -1.233 0.634
N -2.104 -0.023 -1.091
N 0.613 -2.018 -0.554
C -1.014 -2.198 -2.414
C 0.665 0.691 2.747
C -0.231 -0.447 0.565
C 1.337 3.419 1.133
C -0.149 -2.052 -3.637
C 1.924 0.997 2.213
C -0.295 -0.329 -3.834
C -0.581 -1.775 -1.011
C 2.193 2.582 2.123
H 3.249 2.970 2.078
H 0.476 3.315 1.435
H 1.539 2.994 0.146
H -3.005 -0.001 -0.154
H -1.986 0.834 -1.309
H -0.370 -2.664 -4.375
H 0.784 -2.070 -3.400
H -2.018 -1.938 -2.595
H 0.131 0.125 -2.958
H 1.926 2.953 3.307
H 1.692 4.342 1.204
H 0.681 -0.227 3.045
H 0.550 1.302 3.566
H -1.133 -0.105 -3.953
H 2.118 0.661 1.234
H 2.850 0.799 2.813
H 0.235 -0.009 -4.632
H -0.855 -3.314 -2.460
```

Maximum force in eV/A: 13.73
ΔE to the lowest compared entry with this formula, charge and spin in kJ/mol: 587.0

[5]
ORCA calculation (the ωB97M-V functional and the def2-TZVPD basis) on the molecule C4H9NOS in a non-equilibrium geometry.

Structure (XYZ):
```
16
C4H9NOS | the OMol25 dataset | the ωB97M-V functional and the def2-TZVPD basis
S -0.218 -1.210 1.562
O 0.333 2.468 0.885
N 0.775 0.991 -0.808
C 0.157 0.252 -1.789
C 0.036 1.818 -0.121
C 0.256 -1.186 -1.294
C -0.843 -1.571 -0.050
H -1.172 1.894 -0.453
H 0.616 0.567 -2.740
H -0.833 0.337 -1.788
H -0.890 0.090 1.510
H -1.843 -0.983 -0.047
H 1.750 0.954 -0.506
H 1.238 -1.506 -0.829
H -0.003 -1.853 -2.096
H -1.105 -2.691 0.064
```

Maximum force in eV/A: 5.54
ΔE to the lowest compared entry with this formula, charge and spin in kJ/mol: 267.7
SMILES: O=CNCCCS

[6]
ORCA calculation (the ωB97M-V functional and the def2-TZVPD basis) on a 6-piece molecular cluster, C5H25N3O5 overall in a non-equilibrium geometry.

Structure (XYZ):
```
38
C5H25N3O5 | the OMol25 dataset | the ωB97M-V functional and the def2-TZVPD basis
O -2.804 -2.199 -0.457
O -0.623 -2.021 -2.298
O 2.251 -0.300 -3.186
O -1.053 1.799 -2.229
O -0.017 -2.710 2.476
N -1.711 0.517 0.392
N 1.835 -0.274 0.469
N -0.411 3.280 0.943
C -0.065 1.039 2.150
C -0.438 0.195 0.943
C 0.370 2.506 1.894
C 0.671 0.269 -0.207
C 2.127 -1.663 0.133
H -1.394 0.937 -1.968
H 0.850 0.601 2.585
H -1.295 3.665 1.227
H -0.839 -2.613 -3.036
H 1.219 -2.218 -0.077
H 0.170 3.810 0.336
H -0.372 -0.830 1.281
H 0.503 -0.291 -1.120
H 2.581 -1.803 -0.860
H -1.861 1.490 0.542
H -0.798 0.943 2.952
H 0.930 1.277 -0.524
H -1.153 -1.262 -2.589
H 1.443 -0.595 -2.746
H -0.318 -3.582 2.205
H 1.262 2.349 1.282
H 2.737 -2.118 0.908
H -1.325 2.381 -1.510
H 1.935 0.584 -3.430
H 2.673 0.281 0.282
H -2.508 0.029 0.788
H -2.014 -1.895 -0.942
H -3.427 -2.312 -1.181
H 0.620 2.943 2.858
H 0.250 -2.208 1.711
```

Maximum force in eV/A: 3.87
Spin multiplicity: 2
Charge: +1
Expectation value of S²: 0.76
ΔE to the lowest compared entry with this formula, charge and spin in kJ/mol: 0.0

[7]
ORCA calculation (the ωB97M-V functional and the def2-TZVPD basis) on a 2-piece molecular cluster, C2H7OPS overall in a non-equilibrium geometry.

Structure (XYZ):
```
12
C2H7OPS | the OMol25 dataset | the ωB97M-V functional and the def2-TZVPD basis
S 2.439 0.740 -0.498
P 1.817 -0.629 1.049
O 2.093 -2.031 0.193
C -1.112 0.143 0.792
C -1.525 0.374 -0.591
H -2.376 -0.235 -0.688
H -0.777 0.316 -1.260
H 2.175 -2.119 -0.746
H -0.699 0.970 1.465
H -1.986 1.411 -0.650
H -1.639 -0.715 1.303
H 1.591 1.775 -0.370
```

Maximum force in eV/A: 4.85
ΔE to the lowest compared entry with this formula, charge and spin in kJ/mol: 355.0

[8]
ORCA calculation (the ωB97M-V functional and the def2-TZVPD basis) on the molecule C17H15F3N4O3S2 in a non-equilibrium geometry.

Structure (XYZ):
```
44
C17H15F3N4O3S2 | the OMol25 dataset | the ωB97M-V functional and the def2-TZVPD basis
S 3.391 -1.774 -0.145
S 3.587 1.273 -1.846
F -6.231 -2.479 -1.108
F -7.228 -0.641 -0.598
F -6.725 -2.060 0.940
O 5.872 0.586 1.643
O -2.658 3.065 0.550
O -4.193 3.044 -0.957
N -1.089 0.742 0.271
N 3.849 1.133 0.804
N 1.698 1.370 -0.033
N -3.427 2.487 -0.200
C -2.637 -1.058 0.653
C -4.730 0.488 -0.306
C 1.113 1.049 1.249
C 3.008 1.240 -0.307
C -3.887 -1.602 0.511
C 4.959 0.312 0.899
C -4.939 -0.840 -0.008
C -0.047 0.080 1.030
C -6.278 -1.490 -0.195
C 5.948 -1.663 -0.328
C 4.217 -3.066 -0.909
C -0.636 1.802 -0.603
C -3.473 1.058 -0.120
C 5.561 -2.869 -0.944
C 4.888 -0.940 0.143
C 0.760 1.497 -1.129
C -2.362 0.279 0.284
H -4.062 -2.632 0.782
H -1.314 1.878 -1.458
H -0.446 -0.223 2.001
H -5.536 1.120 -0.649
H 3.652 -3.895 -1.288
H 0.750 1.957 1.744
H -1.841 -1.683 1.019
H 1.866 0.577 1.882
H 6.962 -1.319 -0.243
H 6.252 -3.563 -1.387
H 3.866 1.920 1.445
H -0.641 2.770 -0.085
H 1.094 2.304 -1.787
H 0.333 -0.808 0.507
H 0.757 0.573 -1.722
```

Maximum force in eV/A: 1.18
ΔE to the lowest compared entry with this formula, charge and spin in kJ/mol: 26.1
SMILES: O=C(NC(=S)N1CCN(c2ccc(C(F)(F)F)cc2[N+](=O)[O-])CC1)c1cccs1